{"formula": "C6H9N", "method": "wB97M-V/def2-TZVPD", "total_charge": 0, "smiles": "Cc1c[nH]c(C)c1", "homo_lumo_gap_ha": 0.3285, "spin_multiplicity": 1, "homo_ev": -8.109, "e_above_lowest_kcal_mol": 99.1, "lumo_ev": 0.83, "symbols": ["C", "C", "C", "N", "C", "C", "C", "H", "H", "H", "H", "H", "H", "H", "H", "H"], "xyz": [[-2.464, -0.329, 0.196], [-1.034, -0.076, -0.128], [-0.372, 1.127, 0.016], [0.888, 0.920, -0.430], [1.087, -0.414, -0.964], [2.362, -0.139, 0.404], [-0.131, -1.024, -0.658], [-2.953, 0.584, 0.552], [-2.564, -1.108, 0.962], [-3.000, -0.680, -0.694], [-0.693, 2.084, 0.411], [1.467, 1.695, -0.722], [1.881, -0.584, 1.274], [3.062, -0.819, -0.037], [2.833, 0.825, 0.689], [-0.369, -2.062, -0.870]], "forces_ev_per_angstrom": [[-0.4, -0.1, 0.0], [-0.2, -0.5, -0.1], [0.3, -0.1, -0.2], [-1.9, 1.2, -1.7], [1.4, 2.4, 2.3], [0.5, -2.1, -0.5], [-0.1, 0.1, 0.2], [0.0, -0.2, 0.0], [0.0, 0.2, -0.1], [0.0, 0.1, 0.2], [-0.1, -0.2, -0.1], [0.1, -0.3, 0.2], [-0.1, 0.1, -0.1], [0.8, -0.2, 0.4], [-0.5, -0.6, -0.7], [0.1, 0.2, 0.2]]}